This record from the OMol25 dataset describes a single C21H21N3O4S molecule. The level of theory is ωB97M-V with the def2-TZVPD basis set.

As for the net charge: 0. Its spin multiplicity is 1. The structure (SMILES) is Cc1ccc(OCC(=O)Nc2ccc(S(=O)(=O)Nc3ccccn3)cc2)c(C)c1. The total energy comes out at -1676.27245 a.u.

```
50
Properties=species:S:1:pos:R:3:forces:R:3
C 1.9403 -5.6997 -2.9431 0.09 0.03 0.01
C 1.5237 -4.9275 -1.7290 -0.02 -0.02 0.04
C 1.7002 -5.4542 -0.4566 -0.06 0.08 -0.10
C 1.3213 -4.7292 0.6560 -0.08 0.24 0.17
C 0.7698 -3.4634 0.5184 0.10 -0.22 -0.16
O 0.4373 -2.7766 1.6847 0.17 -0.07 -0.24
C -0.9491 -2.6767 1.9591 -0.40 -0.11 0.17
C -1.4452 -1.2280 1.9476 0.33 -0.31 -0.02
O -2.6114 -0.9471 1.7951 -0.22 -0.03 0.00
N -0.4247 -0.3537 2.1515 0.50 -0.18 0.22
C -0.4319 1.0335 2.0912 -0.20 0.42 -0.06
C -1.6104 1.7677 1.9588 -0.08 -0.11 0.02
C -1.5471 3.1423 1.8279 0.06 0.05 0.11
C -0.3211 3.7777 1.8441 -0.13 0.71 0.00
S -0.2021 5.4964 1.3795 0.40 -0.18 -0.22
O -1.5066 6.0744 1.3094 -0.16 -0.31 -0.10
O 0.8219 6.1723 2.1134 0.22 -0.21 -0.06
N 0.4121 5.3265 -0.1948 -0.08 0.67 0.92
C -0.1121 4.3028 -0.9691 -0.61 -0.62 -0.69
C -1.4952 4.1818 -1.1234 0.13 -0.03 -0.20
C -1.9731 3.1200 -1.8637 0.17 -0.04 0.01
C -1.0705 2.2292 -2.4336 -0.09 0.04 0.03
C 0.2788 2.4570 -2.2387 -0.09 -0.17 -0.15
N 0.7545 3.4599 -1.5164 0.26 0.46 0.32
C 0.8525 3.0669 2.0140 0.08 -0.13 0.11
C 0.7984 1.6949 2.1461 -0.08 0.08 -0.02
C 0.5975 -2.9013 -0.7488 -0.01 0.07 0.25
C 0.0412 -1.5209 -0.9376 0.02 -0.04 0.11
C 0.9782 -3.6570 -1.8494 0.03 -0.13 0.12
H 2.9899 -5.5047 -3.1649 0.06 -0.04 -0.09
H 1.8253 -6.7686 -2.7797 0.00 -0.08 -0.06
H 1.3528 -5.4085 -3.8103 -0.02 -0.03 -0.09
H 2.1288 -6.4378 -0.3351 0.04 -0.12 0.01
H 1.4499 -5.1314 1.6494 0.01 -0.03 0.12
H -1.5488 -3.2628 1.2569 0.06 0.15 0.03
H -1.1251 -3.0762 2.9674 -0.02 0.06 -0.15
H 0.4868 -0.7972 2.2257 -0.24 0.11 -0.09
H -2.5568 1.2537 1.9349 -0.02 0.01 0.01
H -2.4399 3.7346 1.7099 -0.15 0.00 -0.04
H 1.4225 5.3469 -0.2054 0.13 -0.02 0.12
H -2.1424 4.9108 -0.6662 -0.13 0.06 -0.03
H -3.0358 2.9857 -2.0008 -0.09 0.00 0.00
H -1.4106 1.3885 -3.0168 0.00 -0.09 -0.06
H 1.0303 1.8068 -2.6673 -0.02 -0.11 -0.09
H 1.7912 3.5971 2.0374 0.19 -0.03 -0.01
H 1.7072 1.1242 2.2700 0.11 -0.05 0.01
H 0.6202 -0.7918 -0.3720 -0.02 0.10 0.01
H 0.0736 -1.2431 -1.9878 -0.02 0.03 -0.05
H -0.9936 -1.4593 -0.6019 -0.08 0.09 -0.02
H 0.8471 -3.2348 -2.8360 -0.03 0.06 -0.11
```
Positions in Å, forces in eV/Å.

This record from the OMol25 dataset describes a molecular structure, C28H58MgO19S5. The level of theory is ωB97M-V with the def2-TZVPD basis set.

As for the net charge: 0. Its spin multiplicity is 1. The total energy comes out at -4721.78544 a.u.

```
111
Properties=species:S:1:pos:R:3:forces:R:3
Mg -2.4764 2.4630 0.5264 1.16 -1.19 -0.05
O -0.1562 0.3027 1.6950 0.82 -0.60 -1.57
C 0.5751 -0.6019 0.8985 -2.09 1.48 4.49
C 0.5466 -0.4431 -0.6170 -2.01 1.69 -4.07
O -0.5505 0.2079 -1.2138 1.61 -0.69 1.45
H 0.0896 -1.5467 1.1431 -0.14 -0.59 -0.47
H 1.5828 -0.6195 1.3135 0.52 -0.07 -0.63
H 0.6748 -1.3867 -1.1475 -0.16 -0.79 0.63
H 1.4689 0.0763 -0.8773 0.26 0.83 0.27
C 1.4367 1.9190 -9.4486 -0.73 1.11 0.43
C 2.6295 2.2558 -8.5478 -0.83 -0.68 -1.47
C 2.5633 1.8354 -7.1355 -0.15 -0.11 0.99
O 3.9542 1.5163 -6.8634 -0.28 -0.13 0.70
C 4.5546 1.1937 -8.0387 3.79 -0.53 0.76
O 5.7196 0.7899 -8.1833 -3.76 0.99 0.74
O 3.7262 1.4778 -9.0016 0.10 0.03 -2.47
H 1.4517 2.4305 -10.4110 0.62 -0.32 -0.15
H 0.5396 2.3692 -9.0237 -0.14 -0.02 0.44
H 1.1989 0.8624 -9.5722 0.54 -0.01 0.09
H 2.8889 3.3144 -8.5610 0.10 0.08 -0.47
H 1.9169 0.9773 -6.9517 0.23 -0.26 -0.05
H 2.1785 2.6642 -6.5412 0.51 -0.16 0.45
C 7.1680 -2.1395 -0.0724 0.86 1.21 0.50
C 8.0419 -1.8895 1.1773 -0.74 0.48 -2.21
C 7.5083 -1.2717 2.4438 -0.22 2.11 -0.64
O 7.7565 -2.1968 3.4471 -0.68 -1.14 -0.15
C 8.3373 -3.2887 2.8685 1.64 0.28 0.87
O 8.8823 -4.1162 3.5146 -0.46 -0.85 0.04
O 8.4330 -3.1688 1.5273 0.47 -1.21 1.65
H 6.4053 -2.9055 0.0679 0.00 0.25 0.13
H 7.9202 -2.4731 -0.7871 -0.41 -0.19 -0.33
H 6.7827 -1.1802 -0.4178 -0.36 -0.17 -0.19
H 8.9064 -1.3049 0.8629 0.22 -0.13 -0.15
H 6.4961 -0.8944 2.2983 -0.51 -0.71 0.55
H 8.0708 -0.3743 2.7014 0.17 0.07 -0.09
C 1.9692 -7.9751 -2.2325 -0.07 -0.71 -1.38
C 0.9308 -7.0478 -1.6438 -0.01 -0.47 0.57
C -0.5382 -7.0728 -2.1643 0.68 1.03 -1.29
O -1.3533 -7.3522 -1.0384 -0.50 -0.12 -0.72
C -0.6159 -7.6706 0.0004 0.96 -0.97 2.69
O -1.0477 -7.9781 1.1080 1.45 0.83 -2.94
O 0.7339 -7.6293 -0.3787 -1.86 -0.45 2.93
H 1.6234 -9.0051 -2.1453 -0.19 -0.03 0.18
H 2.9328 -7.9457 -1.7239 -0.19 0.38 0.13
H 2.1457 -7.8634 -3.3023 0.04 0.47 -0.07
H 1.3878 -6.0818 -1.4294 -0.45 0.42 -0.55
H -0.6272 -7.7850 -2.9846 -0.31 -0.52 0.39
H -0.9284 -6.1384 -2.5677 0.43 0.17 0.04
C 0.5961 -3.5484 7.2909 -0.62 1.04 0.08
C 1.1926 -4.5547 6.3724 0.72 -0.36 1.14
C 2.6723 -4.4848 5.9869 -1.17 0.18 -1.01
O 3.0084 -5.8816 5.9777 1.62 1.11 -1.33
C 2.2049 -6.5326 6.7853 0.91 -4.25 1.08
O 2.3879 -7.7114 7.1199 -0.79 3.27 -0.74
O 1.2369 -5.7390 7.1638 -1.77 -0.83 1.15
H 1.2419 -3.2655 8.1221 0.21 -0.10 -0.16
H -0.3022 -3.9805 7.7318 -0.03 -0.03 -0.07
H 0.2786 -2.6491 6.7630 0.13 0.09 -0.03
H 0.5567 -4.7605 5.5113 0.07 0.11 -0.16
H 3.3382 -3.9322 6.6497 -0.18 -0.05 0.08
H 2.6463 -4.0704 4.9791 0.91 -0.18 -0.06
C -5.4894 -2.6881 2.5589 0.85 -0.20 -0.61
S -6.4838 -1.2187 2.1613 1.76 0.66 -0.47
O -5.4254 -0.2772 1.5402 -1.86 -1.13 1.36
C -6.8185 -0.7898 3.9024 -0.02 0.01 0.16
H -5.9858 -3.6449 2.7207 -0.44 0.35 0.18
H -4.7345 -2.4950 3.3210 -0.40 0.26 0.38
H -4.8648 -2.8113 1.6741 -0.25 0.01 -0.31
H -7.3951 -1.5844 4.3759 0.08 -0.39 -0.30
H -7.4533 0.0888 4.0178 0.39 0.24 -0.36
H -5.8696 -0.7106 4.4329 -0.04 0.30 -0.07
C -3.3560 6.8632 -4.3473 -0.55 -0.43 0.38
S -4.6670 6.5425 -3.0597 0.56 -0.70 -0.48
O -4.1198 5.4930 -2.1073 -0.36 1.63 -0.70
C -4.6870 8.2221 -2.2703 0.48 -0.93 0.15
H -2.3625 6.9849 -3.9158 -0.21 0.53 0.25
H -3.7254 7.6753 -4.9735 0.29 0.25 0.20
H -3.2578 5.9929 -4.9962 -0.44 -0.22 0.20
H -3.6570 8.3922 -1.9568 -0.18 0.24 0.34
H -5.3891 8.1116 -1.4439 0.32 -0.04 0.19
H -5.0547 9.0468 -2.8809 0.11 -0.39 -0.48
C 1.4070 8.0225 2.4587 0.13 -0.87 0.34
S 1.5292 6.5924 1.2656 -0.95 0.08 0.30
O 0.1770 5.9096 1.2906 1.41 0.59 0.22
C 2.7207 5.6034 2.2287 -0.13 -0.13 0.72
H 2.3773 8.4592 2.6952 0.10 0.01 -0.43
H 1.0396 7.6084 3.3976 -0.21 -0.13 -0.04
H 0.7021 8.7797 2.1152 0.15 -0.24 -0.33
H 3.6818 6.1113 2.3090 -0.05 0.16 -0.30
H 2.8711 4.6035 1.8216 -0.18 0.25 -0.53
H 2.3704 5.4278 3.2458 -0.32 0.23 0.05
C -4.4726 7.3781 4.9795 0.05 -0.89 -0.02
S -4.4395 5.4942 5.1424 2.11 0.32 -0.97
O -3.9865 4.9203 3.8071 -0.83 0.76 1.29
C -2.8751 5.3158 6.1803 -0.46 0.26 -0.13
H -4.4965 7.8342 5.9692 0.05 -0.13 0.03
H -5.3798 7.6496 4.4398 -0.05 -0.25 0.07
H -3.6231 7.7347 4.3970 0.14 -0.28 0.13
H -2.6219 4.2557 6.1680 -0.34 -0.01 -0.03
H -2.9965 5.6544 7.2092 -0.33 -0.04 -0.01
H -2.0140 5.8401 5.7659 -0.32 0.19 -0.43
C -3.4578 -1.9427 -6.2305 -0.03 -0.19 0.85
S -5.0344 -2.9413 -6.1641 0.74 0.26 0.01
O -4.5781 -4.3219 -5.7919 -0.45 0.84 0.13
C -5.8134 -2.0994 -4.6548 0.64 -1.12 -1.11
H -3.6516 -0.8719 -6.1672 -0.11 -0.07 -0.04
H -2.7583 -2.1523 -7.0397 -0.83 -0.24 -0.62
H -2.8589 -2.2643 -5.3784 -0.34 0.12 0.48
H -5.9370 -1.0368 -4.8639 0.37 -0.04 0.25
H -5.1758 -2.4105 -3.8273 -0.07 0.54 0.14
H -6.8024 -2.5447 -4.5464 0.11 -0.11 -0.08
```
Positions in Å, forces in eV/Å.